DFT (ωB97M-V/def2-TZVPD) results for the molecule C4H13BN2 at a distorted geometry.

Geometry (Å):
H (-1.87, -0.71, -2.39)
C (-1.01, -0.04, -2.12)
N (0.21, -0.09, 1.61)
H (1.70, 0.69, 2.85)
N (-0.80, 0.28, -0.72)
H (-2.73, 0.77, 0.02)
H (-1.94, 1.93, -1.13)
H (-1.25, 0.83, -2.63)
H (1.08, -0.78, 3.44)
C (1.50, -0.94, -0.64)
H (-0.73, 0.16, 2.00)
H (2.29, -1.49, -0.06)
H (-1.24, 1.65, 0.59)
H (-0.18, -0.47, -2.49)
B (0.25, -0.18, 0.05)
H (1.06, -1.71, -1.33)
C (-1.81, 1.25, -0.28)
H (2.20, -0.74, 2.07)
C (1.24, -0.23, 2.51)
H (2.03, -0.19, -1.35)

**SMILES**: CNB(C)N(C)C
**Strongest force on any atom**: 0.1055 Eh/bohr
**ΔE to the lowest compared entry with this formula, charge and spin**: 1.7 kcal/mol
**Orbital gap**: 9.01 eV
**Molar mass**: 99.97 u

The computed Mulliken charges, all in e, follow: number 1, H, carries 0.265; number 2, C, carries -1.066; number 3, N, carries -0.196; number 4, H, carries 0.301; number 5, N, carries -0.115; number 6, H, carries 0.252; number 7, H, carries 0.356; number 8, H, carries 0.352; number 9, H, carries 0.305; number 10, C, carries -1.009; number 11, H, carries 0.193; number 12, H, carries 0.287; number 13, H, carries 0.347; number 14, H, carries 0.433; number 15, B, carries 0.261; number 16, H, carries 0.285; number 17, C, carries -0.940; number 18, H, carries 0.143; number 19, C, carries -0.782; number 20, H, carries 0.329